--- one ---
The following is a DFT calculation (ωB97M-V/def2-TZVPD) of a cluster of 12 separate species, C4H32N2O11 in total.

Element x y z (Å)
C (-0.65, -3.39, -1.85)
C (-1.67, -2.53, -1.05)
C (-0.92, -1.61, -0.04)
N (-1.97, -1.18, 0.88)
C (-1.57, -0.63, 2.07)
N (-2.27, 0.30, 2.61)
H (-1.19, -4.41, -1.96)
H (-0.66, -3.17, -2.93)
H (0.40, -3.29, -1.55)
H (-2.37, -3.10, -0.46)
H (-2.23, -1.95, -1.75)
H (-0.28, -2.24, 0.49)
H (-0.32, -0.81, -0.53)
H (-2.86, -0.92, 0.53)
H (-0.59, -0.95, 2.51)
H (-2.01, 0.57, 3.53)
H (2.11, 3.63, -0.25)
H (2.48, 2.18, 0.18)
O (2.24, 3.10, 0.58)
H (-0.60, 2.07, 1.37)
H (0.92, 2.26, 0.82)
O (0.22, 1.61, 1.15)
H (1.81, 3.12, -2.36)
H (3.21, 3.04, -2.24)
O (2.53, 3.65, -1.94)
H (1.56, -0.38, -3.84)
H (0.58, -1.22, -3.29)
O (1.25, -1.29, -3.95)
H (0.92, 0.61, 2.37)
H (2.35, 0.54, 2.97)
O (1.63, -0.01, 2.66)
H (2.06, -1.03, 1.36)
H (2.35, -2.54, 1.13)
O (2.28, -1.70, 0.70)
H (-0.34, 1.29, -2.30)
H (0.37, 0.04, -1.49)
O (0.38, 0.64, -2.21)
H (3.04, 0.12, -0.77)
H (1.78, 1.02, -1.12)
O (2.75, 1.02, -0.96)
H (-2.73, 1.43, 1.29)
H (-2.79, 3.00, 1.29)
O (-3.06, 2.21, 0.84)
H (-2.45, 1.97, -0.79)
H (-2.47, 2.17, -2.18)
O (-2.01, 1.55, -1.60)
H (-1.46, -3.08, 2.18)
H (-0.23, -3.07, 3.03)
O (-1.08, -3.54, 2.93)

Values from the calculation:
Charge: 0
SMILES: [H]/N=C/NCCC.O.O.O.O.O.O.O.O.O.O.O
M, g mol⁻¹: 284.303

Charges per atom according to Mulliken partitioning, unit e: atom 1 (C): -1.309, atom 2 (C): -0.478, atom 3 (C): 1.974, atom 4 (N): -0.026, atom 5 (C): 0.282, atom 6 (N): -0.819, atom 7 (H): 0.290, atom 8 (H): 0.339, atom 9 (H): 0.357, atom 10 (H): 0.568, atom 11 (H): 0.361, atom 12 (H): 0.399, atom 13 (H): -1.281, atom 14 (H): 0.323, atom 15 (H): 0.005, atom 16 (H): 0.211, atom 17 (H): 0.442, atom 18 (H): 0.559, atom 19 (O): -0.826, atom 20 (H): 0.158, atom 21 (H): 0.279, atom 22 (O): -0.546, atom 23 (H): 0.307, atom 24 (H): 0.361, atom 25 (O): -0.728, atom 26 (H): 0.332, atom 27 (H): 0.347, atom 28 (O): -0.686, atom 29 (H): 0.362, atom 30 (H): 0.288, atom 31 (O): -0.688, atom 32 (H): 0.405, atom 33 (H): 0.259, atom 34 (O): -0.622, atom 35 (H): 0.236, atom 36 (H): -0.672, atom 37 (O): -0.622, atom 38 (H): 0.254, atom 39 (H): 0.372, atom 40 (O): -0.649, atom 41 (H): 0.220, atom 42 (H): 0.306, atom 43 (O): -0.748, atom 44 (H): 0.353, atom 45 (H): 0.318, atom 46 (O): -0.601, atom 47 (H): 0.361, atom 48 (H): 0.331, atom 49 (O): -0.655

--- two ---
The following is a DFT calculation (ωB97M-V/def2-TZVPD) of a cluster of 11 separate species, C4H32N2O11 in total.

Element x y z (Å)
N (0.48, -0.36, 0.40)
C (-0.14, 0.78, -0.24)
C (0.73, 1.72, -1.10)
N (1.15, 2.96, -0.43)
C (0.31, 3.61, 0.61)
C (0.61, 2.89, 1.95)
O (0.72, 3.93, 2.95)
H (0.65, -1.13, -0.23)
H (1.29, -0.16, 0.94)
H (-0.59, 1.37, 0.55)
H (-0.89, 0.35, -0.90)
H (1.66, 1.20, -1.33)
H (0.13, 1.93, -2.00)
H (1.66, 3.59, -1.04)
H (0.68, 4.62, 0.71)
H (-0.71, 3.61, 0.22)
H (-0.15, 2.18, 2.27)
H (1.60, 2.46, 2.02)
H (-0.05, 4.46, 3.16)
H (3.77, -1.22, 2.85)
H (3.19, -0.91, 1.50)
O (2.91, -1.12, 2.42)
H (-0.77, -0.36, -3.07)
H (-2.13, 0.25, -3.65)
O (-1.45, -0.41, -3.74)
H (-4.51, 0.40, 0.19)
H (-3.14, 0.99, 0.46)
O (-3.81, 0.42, 0.84)
H (-1.27, 3.71, -2.43)
H (-2.58, 3.74, -1.84)
O (-2.13, 3.28, -2.57)
H (1.72, -2.46, 2.63)
H (0.21, -2.76, 2.63)
O (1.06, -3.17, 2.51)
H (2.43, -1.74, -0.52)
H (3.43, -0.64, -1.05)
O (3.23, -1.23, -0.31)
H (0.26, -2.86, -1.93)
H (-0.47, -2.02, -3.05)
O (0.09, -1.98, -2.27)
H (-2.34, -2.18, 0.63)
H (-1.44, -2.00, 1.77)
O (-1.72, -2.70, 1.17)
H (1.19, -3.37, 0.61)
H (2.50, -4.01, 0.15)
O (1.75, -3.51, -0.17)
H (-3.18, -3.51, -1.06)
H (-2.28, -2.43, -1.70)
O (-3.14, -2.58, -1.30)

Values from the calculation:
Charge: 0
SMILES: NCCNCCO.O.O.O.O.O.O.O.O.O.O
M, g mol⁻¹: 284.303

Charges per atom according to Mulliken partitioning, unit e: atom 1 (N): 0.185, atom 2 (C): -0.055, atom 3 (C): -0.317, atom 4 (N): -0.225, atom 5 (C): -0.481, atom 6 (C): -0.161, atom 7 (O): -0.621, atom 8 (H): -0.083, atom 9 (H): 0.076, atom 10 (H): -0.276, atom 11 (H): 0.366, atom 12 (H): 0.106, atom 13 (H): 0.087, atom 14 (H): 0.230, atom 15 (H): 0.478, atom 16 (H): 0.057, atom 17 (H): 0.279, atom 18 (H): 0.217, atom 19 (H): 0.290, atom 20 (H): 0.291, atom 21 (H): 0.321, atom 22 (O): -0.674, atom 23 (H): 0.443, atom 24 (H): 0.317, atom 25 (O): -0.704, atom 26 (H): 0.316, atom 27 (H): 0.269, atom 28 (O): -0.615, atom 29 (H): 0.310, atom 30 (H): 0.307, atom 31 (O): -0.618, atom 32 (H): 0.410, atom 33 (H): 0.302, atom 34 (O): -0.729, atom 35 (H): 0.338, atom 36 (H): 0.268, atom 37 (O): -0.678, atom 38 (H): 0.251, atom 39 (H): 0.255, atom 40 (O): -0.628, atom 41 (H): 0.336, atom 42 (H): 0.292, atom 43 (O): -0.622, atom 44 (H): 0.451, atom 45 (H): 0.281, atom 46 (O): -0.666, atom 47 (H): 0.320, atom 48 (H): 0.376, atom 49 (O): -0.672

Which structure is the most stable? The one labeled one.

--- one ---
The following is a DFT calculation (ωB97M-V/def2-TZVPD) of a structure of composition C30H24BrN2ReSbSe4Si.

Element x y z (Å)
Re (-2.37, 1.78, 0.02)
Br (3.40, 3.59, 4.46)
C (2.17, 3.40, 3.06)
C (2.26, 4.22, 1.93)
C (1.39, 4.05, 0.88)
C (0.40, 3.06, 0.93)
C (0.29, 2.28, 2.09)
C (1.17, 2.44, 3.14)
N (-0.47, 2.78, -0.15)
C (-0.25, 3.21, -1.35)
C (-1.11, 2.75, -2.43)
C (-0.87, 3.04, -3.76)
C (-1.70, 2.49, -4.72)
C (-2.74, 1.66, -4.32)
C (-2.94, 1.43, -2.97)
N (-2.14, 1.96, -2.04)
H (3.02, 4.98, 1.88)
H (1.47, 4.72, 0.03)
H (-0.48, 1.52, 2.15)
H (1.09, 1.82, 4.02)
H (0.59, 3.86, -1.59)
H (-0.05, 3.69, -4.03)
H (-1.55, 2.70, -5.77)
H (-3.41, 1.20, -5.04)
H (-3.76, 0.82, -2.61)
Se (-7.00, 0.84, 0.61)
Sb (-5.33, 0.76, 2.28)
Se (-2.80, -0.34, 0.56)
Se (-3.62, 2.99, 1.42)
Se (-4.38, 0.29, 4.39)
C (4.44, 0.66, 0.70)
C (3.60, 0.91, -0.38)
C (2.43, 0.19, -0.53)
C (2.08, -0.79, 0.41)
C (2.91, -1.00, 1.52)
C (4.09, -0.28, 1.66)
Si (0.70, -1.98, 0.17)
C (0.29, -2.57, -1.51)
C (1.26, -2.52, -2.53)
C (1.02, -3.14, -3.75)
C (-0.19, -3.80, -3.97)
C (-1.16, -3.83, -2.97)
C (-0.93, -3.23, -1.75)
C (-0.14, -2.68, 1.65)
C (-0.65, -1.85, 2.66)
C (-1.24, -2.40, 3.78)
C (-1.32, -3.78, 3.92)
C (-0.81, -4.62, 2.93)
C (-0.24, -4.07, 1.79)
H (5.38, 1.19, 0.78)
H (3.88, 1.65, -1.11)
H (1.79, 0.37, -1.39)
H (2.64, -1.73, 2.28)
H (4.74, -0.47, 2.50)
H (2.20, -2.01, -2.37)
H (1.77, -3.12, -4.52)
H (-0.36, -4.31, -4.91)
H (-2.10, -4.34, -3.15)
H (-1.68, -3.28, -0.97)
H (-0.54, -0.78, 2.57)
H (-1.64, -1.76, 4.55)
H (-1.77, -4.21, 4.81)
H (-0.86, -5.69, 3.05)
H (0.14, -4.73, 1.02)

Values from the calculation:
Charge: +3
M, g mol⁻¹: 1144.333

Charges per atom according to Mulliken partitioning, unit e: atom 1 (Re): 0.644, atom 2 (Br): -0.064, atom 3 (C): -0.166, atom 4 (C): -0.843, atom 5 (C): -0.673, atom 6 (C): 0.610, atom 7 (C): 0.359, atom 8 (C): -0.672, atom 9 (N): 0.052, atom 10 (C): 0.115, atom 11 (C): 0.399, atom 12 (C): -0.754, atom 13 (C): -0.353, atom 14 (C): -0.848, atom 15 (C): -0.013, atom 16 (N): 0.124, atom 17 (H): 0.482, atom 18 (H): 0.414, atom 19 (H): 0.170, atom 20 (H): 0.531, atom 21 (H): 0.387, atom 22 (H): 0.498, atom 23 (H): 0.497, atom 24 (H): 0.456, atom 25 (H): 0.505, atom 26 (Se): -0.182, atom 27 (Sb): 0.967, atom 28 (Se): -0.288, atom 29 (Se): -0.174, atom 30 (Se): -0.164, atom 31 (C): -0.633, atom 32 (C): -0.690, atom 33 (C): -0.156, atom 34 (C): 0.758, atom 35 (C): -0.486, atom 36 (C): -0.791, atom 37 (Si): -0.420, atom 38 (C): 0.730, atom 39 (C): -0.235, atom 40 (C): -0.744, atom 41 (C): -0.468, atom 42 (C): -0.698, atom 43 (C): -0.415, atom 44 (C): 0.534, atom 45 (C): -0.118, atom 46 (C): -0.726, atom 47 (C): -0.559, atom 48 (C): -0.763, atom 49 (C): -0.440, atom 50 (H): 0.470, atom 51 (H): 0.481, atom 52 (H): 0.631, atom 53 (H): 0.460, atom 54 (H): 0.482, atom 55 (H): 0.447, atom 56 (H): 0.456, atom 57 (H): 0.444, atom 58 (H): 0.462, atom 59 (H): 0.464, atom 60 (H): 0.584, atom 61 (H): 0.540, atom 62 (H): 0.443, atom 63 (H): 0.462, atom 64 (H): 0.476

--- two ---
The following is a DFT calculation (ωB97M-V/def2-TZVPD) of a structure of composition C30H24BrN2ReSbSe4Si.

Element x y z (Å)
Re (4.29, -4.83, 0.59)
Br (3.52, -2.18, 7.48)
C (3.44, -3.16, 5.89)
C (3.58, -4.55, 5.92)
C (3.53, -5.27, 4.74)
C (3.32, -4.60, 3.54)
C (3.21, -3.22, 3.50)
C (3.25, -2.50, 4.68)
N (3.25, -5.35, 2.32)
C (2.62, -6.47, 2.28)
C (2.72, -7.27, 1.07)
C (2.12, -8.49, 0.89)
C (2.33, -9.17, -0.32)
C (3.14, -8.59, -1.28)
C (3.71, -7.35, -1.04)
N (3.50, -6.70, 0.11)
H (3.75, -5.05, 6.86)
H (3.68, -6.34, 4.77)
H (3.06, -2.71, 2.56)
H (3.14, -1.43, 4.67)
H (2.04, -6.82, 3.13)
H (1.50, -8.92, 1.67)
H (1.88, -10.13, -0.49)
H (3.33, -9.08, -2.23)
H (4.34, -6.85, -1.76)
Se (8.05, -4.23, -2.86)
Sb (7.50, -2.84, -1.13)
Se (3.34, -3.25, -0.59)
Se (6.53, -4.72, 0.83)
Se (7.35, -0.81, -0.08)
C (-2.29, 6.43, 2.53)
C (-3.48, 5.73, 2.35)
C (-3.76, 5.17, 1.12)
C (-2.85, 5.29, 0.06)
C (-1.65, 5.99, 0.26)
C (-1.37, 6.56, 1.49)
Si (-3.26, 4.65, -1.58)
C (-4.98, 4.55, -2.11)
C (-5.93, 5.43, -1.56)
C (-7.24, 5.39, -1.99)
C (-7.62, 4.48, -2.96)
C (-6.70, 3.60, -3.51)
C (-5.38, 3.64, -3.10)
C (-1.93, 4.18, -2.73)
C (-0.66, 3.75, -2.30)
C (0.34, 3.52, -3.23)
C (0.09, 3.73, -4.58)
C (-1.16, 4.12, -5.02)
C (-2.17, 4.34, -4.11)
H (-2.08, 6.88, 3.49)
H (-4.18, 5.64, 3.16)
H (-4.70, 4.64, 0.98)
H (-0.94, 6.10, -0.55)
H (-0.46, 7.12, 1.64)
H (-5.64, 6.15, -0.80)
H (-7.97, 6.08, -1.58)
H (-8.65, 4.45, -3.30)
H (-7.01, 2.89, -4.27)
H (-4.67, 2.95, -3.53)
H (-0.46, 3.61, -1.24)
H (1.34, 3.22, -2.92)
H (0.89, 3.60, -5.30)
H (-1.34, 4.28, -6.08)
H (-3.14, 4.69, -4.46)

Values from the calculation:
Charge: +3
M, g mol⁻¹: 1144.333

Charges per atom according to Mulliken partitioning, unit e: atom 1 (Re): 0.485, atom 2 (Br): -0.088, atom 3 (C): -0.011, atom 4 (C): -0.708, atom 5 (C): -0.138, atom 6 (C): 0.350, atom 7 (C): -0.241, atom 8 (C): -0.573, atom 9 (N): 0.050, atom 10 (C): -0.044, atom 11 (C): 0.512, atom 12 (C): -0.784, atom 13 (C): -0.237, atom 14 (C): -0.766, atom 15 (C): -0.023, atom 16 (N): -0.112, atom 17 (H): 0.450, atom 18 (H): 0.556, atom 19 (H): 0.183, atom 20 (H): 0.434, atom 21 (H): 0.626, atom 22 (H): 0.451, atom 23 (H): 0.474, atom 24 (H): 0.416, atom 25 (H): 0.516, atom 26 (Se): -0.204, atom 27 (Sb): 0.977, atom 28 (Se): -0.125, atom 29 (Se): -0.219, atom 30 (Se): -0.206, atom 31 (C): -0.384, atom 32 (C): -0.723, atom 33 (C): -0.203, atom 34 (C): 0.393, atom 35 (C): -0.180, atom 36 (C): -0.724, atom 37 (Si): 0.020, atom 38 (C): 0.386, atom 39 (C): -0.166, atom 40 (C): -0.754, atom 41 (C): -0.384, atom 42 (C): -0.726, atom 43 (C): -0.156, atom 44 (C): 0.374, atom 45 (C): -0.158, atom 46 (C): -0.692, atom 47 (C): -0.353, atom 48 (C): -0.786, atom 49 (C): -0.185, atom 50 (H): 0.408, atom 51 (H): 0.411, atom 52 (H): 0.482, atom 53 (H): 0.441, atom 54 (H): 0.403, atom 55 (H): 0.468, atom 56 (H): 0.407, atom 57 (H): 0.409, atom 58 (H): 0.406, atom 59 (H): 0.464, atom 60 (H): 0.447, atom 61 (H): 0.402, atom 62 (H): 0.393, atom 63 (H): 0.403, atom 64 (H): 0.458

Which structure is the most stable? The one labeled two.